No. 1
A single C24H26N2O2S molecule, computed with wB97M-V/def2-TZVPD.

The geometry in XYZ format:
```
55
Properties=species:S:1:pos:R:3:forces:R:3
O -1.366967 0.651350 -2.916117 0.228 0.008 0.155
C -1.834962 -0.429626 -2.629549 -0.056 -0.255 -0.219
N -1.115069 -1.559515 -2.529578 0.495 -0.530 0.045
H -1.578088 -2.436831 -2.335514 0.131 0.155 -0.123
N 0.275990 -1.574245 -2.605536 -0.288 0.001 -0.553
C 0.974591 -1.108099 -1.481403 0.081 0.082 0.533
C 2.294134 -0.688425 -1.623864 -0.160 -0.065 -0.106
C 3.030450 -0.312098 -0.519834 -0.079 0.009 0.048
C 2.476801 -0.330202 0.756114 -0.117 -0.012 0.226
C 1.157622 -0.741761 0.885372 0.174 0.050 -0.056
C 0.411413 -1.132446 -0.210462 -0.123 -0.015 -0.246
H -0.613723 -1.443259 -0.073721 -0.092 -0.027 0.004
H 0.695732 -0.759471 1.862576 -0.027 0.004 0.118
C 3.275885 0.079143 1.965967 0.219 0.017 -0.357
C 3.743140 1.535791 1.868183 -0.202 -0.006 0.401
C 4.516449 1.936197 3.120971 0.230 0.064 -0.254
C 5.715364 1.015312 3.326925 -0.185 -0.021 0.294
C 5.259265 -0.437380 3.423446 0.243 0.020 -0.248
C 4.486651 -0.838961 2.170790 -0.196 -0.018 0.409
H 5.145750 -0.773600 1.303191 0.030 -0.028 -0.108
H 4.147667 -1.874201 2.254044 0.020 -0.024 -0.089
H 6.124072 -1.092360 3.550965 -0.028 -0.036 0.083
H 4.617684 -0.557404 4.299879 -0.011 -0.045 0.074
H 6.251990 1.298858 4.234988 0.080 0.021 -0.041
H 6.403085 1.123100 2.484792 0.086 0.024 -0.031
H 4.852675 2.971684 3.032991 -0.050 0.034 0.075
H 3.857838 1.871984 3.990612 -0.040 0.046 0.062
H 4.385073 1.656806 0.993851 0.017 0.015 -0.113
H 2.876107 2.187167 1.737240 0.007 0.014 -0.095
H 2.631177 -0.010194 2.848050 -0.009 -0.005 -0.013
H 4.052015 0.007983 -0.660746 0.132 0.043 -0.017
H 2.738520 -0.659215 -2.608381 0.075 -0.004 -0.122
H 0.609321 -1.157397 -3.470880 -0.248 -0.096 0.176
C -3.313746 -0.635152 -2.265691 0.135 0.347 0.198
C -4.188722 0.390603 -2.918600 0.164 0.231 -0.289
C -5.551217 0.355787 -2.980202 0.336 -0.106 0.083
C -6.098059 1.468711 -3.652973 -0.123 0.140 -0.096
C -5.139784 2.330318 -4.075975 0.352 -0.079 0.083
S -3.552391 1.806999 -3.671458 -0.786 0.124 -0.193
H -5.270743 3.251630 -4.607683 -0.071 0.214 -0.115
H -7.152930 1.611079 -3.804930 -0.171 0.063 -0.048
H -6.155332 -0.427488 -2.552415 -0.087 -0.151 0.108
C -3.317568 -0.441215 -0.747958 -0.153 -0.169 0.141
C -3.028851 0.809628 -0.216715 -0.004 -0.043 0.031
C -2.977969 0.983411 1.153624 0.030 0.057 -0.016
C -3.215528 -0.085652 2.002065 0.004 -0.044 0.116
C -3.499853 -1.332604 1.474393 0.007 -0.018 0.132
C -3.545106 -1.513114 0.102711 -0.022 -0.022 -0.170
H -3.751114 -2.490847 -0.308564 -0.004 -0.040 -0.020
H -3.680432 -2.172405 2.129224 -0.018 -0.058 0.065
H -3.173736 0.051981 3.072286 -0.003 0.017 0.091
H -2.746974 1.956451 1.560011 0.020 0.091 0.039
H -2.827037 1.637805 -0.878701 0.005 0.105 -0.047
O -3.674653 -1.953389 -2.637627 -0.008 -0.080 0.021
H -4.635904 -2.021220 -2.620179 0.060 -0.003 -0.028
```
Positions in Å, forces in eV/Å.

Calculated values
SMILES string: O=C(NNc1ccc(C2CCCCC2)cc1)[C@@](O)(c1ccccc1)c1cccs1
max |F|: 0.819 eV/A
HOMO level: -7.99 eV
spin multiplicity: 1
relative energy (zero: lowest compared OMol25 entry of this formula, charge and spin): 0.195 eV
total charge: 0
electronic energy: -43220.6527 eV

***

No. 2
A molecular structure, C7H18ClILaO2P at a distorted geometry, computed with wB97M-V/def2-TZVPD.

The geometry in XYZ format:
```
31
Properties=species:S:1:pos:R:3:forces:R:3
C -0.764198 -3.571982 -1.234146 0.450 -2.905 -3.034
I 1.641907 -2.432346 -2.200531 -1.478 -1.348 -0.050
H -1.770301 -3.204753 -0.937990 0.478 1.188 -0.156
H -0.452860 -4.397393 -0.578026 0.578 0.312 -0.114
H -0.818856 -3.928192 -2.258411 -0.234 -0.291 0.150
La -0.098385 -1.706206 0.178542 -0.265 3.436 3.554
P -0.228209 0.756276 -1.541228 -0.877 0.798 -1.303
C 1.115680 1.395500 -2.593115 0.403 -0.274 0.203
C -1.454196 0.332023 -2.843215 -0.055 -0.274 0.285
H -1.730128 2.117145 -0.237303 0.075 0.178 -0.117
H -1.243188 2.955866 -1.744406 0.131 -0.192 0.130
H -0.110368 2.851471 -0.362847 -0.180 0.017 -0.039
C -0.896448 2.326981 -0.915552 -0.128 -0.135 0.637
H -2.407452 0.052770 -2.372189 0.210 0.138 -0.250
H -1.578568 1.225982 -3.473559 -0.064 -0.422 0.107
H 0.690601 1.948140 -3.443992 0.179 -0.182 0.304
H 1.715134 0.551669 -2.956761 0.019 0.350 -0.163
H -1.084985 -0.513875 -3.441662 -0.164 0.297 0.017
H 1.752418 2.060388 -1.997031 -0.039 -0.099 -0.271
C 2.105421 0.015599 0.032299 3.766 1.291 0.677
O 3.125088 0.544156 0.045524 -3.328 -1.421 -0.222
Cl -2.615800 -1.015162 0.461664 0.455 -0.266 -0.156
C 0.482322 0.651339 4.563249 0.045 -0.002 -0.031
C 1.056989 -0.114450 3.389681 0.309 -0.139 0.314
O 0.017464 -0.574743 2.475314 -0.570 -0.070 -0.311
H -0.058327 1.553346 4.253751 0.122 -0.169 -0.059
H 1.306773 0.968955 5.207279 -0.115 -0.037 -0.043
H -0.184866 0.025228 5.165593 0.119 0.038 -0.109
H 1.752261 0.483846 2.800605 -0.087 0.160 0.044
H 1.586935 -1.014643 3.707442 -0.019 0.113 0.178
H -0.851849 -0.342927 2.851007 0.264 -0.090 -0.174
```
Positions in Å, forces in eV/Å.

Calculated values
max |F|: 4.951 eV/A
HOMO level (spin up / spin down): -16.42 / -16.42 eV
spin multiplicity: 1
relative energy (zero: lowest compared OMol25 entry of this formula, charge and spin): 1.686 eV
total charge: +2
electronic energy: -42401.5624 eV

***

No. 3
14 unconnected molecules or ions with the total composition C4H26BO21, computed with wB97M-V/def2-TZVPD.

The geometry in XYZ format:
```
52
Properties=species:S:1:pos:R:3:forces:R:3
O -1.034661 -2.605606 -0.465581 0.085 -0.037 0.007
C -0.415226 -1.588049 -0.666239 -0.018 -0.046 -0.152
O -0.396758 -0.540706 0.103447 -0.083 0.311 -0.107
B 0.489761 0.508175 -0.500434 -0.091 -0.413 0.449
O 1.047986 -0.128683 -1.695220 -0.084 0.151 -0.213
C 0.527376 -1.331246 -1.870100 0.301 -0.086 0.556
O 0.797709 -2.133606 -2.709777 -0.169 0.006 -0.216
O 1.528222 0.826637 0.491823 0.326 -0.285 -0.272
C 1.508594 2.114092 0.766751 -0.311 0.054 -0.009
O 2.256774 2.706851 1.481567 0.089 0.262 0.028
C 0.304902 2.703346 -0.003535 -0.116 0.246 0.276
O -0.216252 1.755611 -0.751156 0.025 -0.073 -0.039
O -0.095638 3.831396 0.094468 0.024 0.042 -0.207
O -2.644512 -2.218250 1.928044 0.414 -0.154 0.040
H -3.363516 -1.706770 1.550592 -0.001 0.030 0.022
H -1.972254 -2.263107 1.224783 -0.410 0.065 -0.122
O 3.120019 -1.803864 0.635317 -0.117 -0.145 -0.005
H 3.982411 -1.613427 0.255715 0.007 0.006 -0.004
H 2.568008 -1.070173 0.344639 0.126 0.216 0.085
O -1.161739 -4.340369 -2.821522 -0.040 0.013 -0.049
H -0.740481 -3.663274 -2.268214 -0.070 -0.184 -0.121
H -0.810979 -5.175166 -2.500618 0.009 -0.010 0.000
O -2.180298 5.561684 1.554442 -0.041 0.054 0.026
H -1.518982 4.877592 1.397541 0.036 -0.092 -0.040
H -1.962309 6.239690 0.908507 0.043 0.002 -0.017
O 1.628087 6.123162 -0.206432 0.073 0.041 0.081
H 2.126533 6.642634 0.429926 0.031 -0.027 0.014
H 1.418656 5.298677 0.254559 -0.141 0.042 -0.086
O 0.161275 -4.108501 -5.572522 0.011 0.075 -0.161
H -0.594777 -4.701286 -5.581226 -0.028 0.005 0.086
H 0.039017 -3.608939 -4.755654 0.064 -0.117 0.114
O -2.925796 -5.167965 0.020833 0.096 -0.128 -0.006
H -2.178891 -4.583245 -0.157653 -0.113 0.129 -0.099
H -2.580773 -5.831577 0.623829 -0.015 0.022 0.050
O -1.874346 3.826720 -2.551536 -0.060 0.133 0.003
H -1.516698 4.053394 -1.682059 0.105 -0.091 -0.021
H -2.735597 3.444705 -2.362571 0.007 -0.029 0.035
O -0.112845 -3.099400 3.134702 -0.002 -0.022 -0.023
H 0.039471 -4.043458 3.045576 0.043 -0.014 -0.018
H -1.017726 -2.959289 2.820076 -0.069 0.129 0.200
O 1.005220 -0.315721 3.235030 0.185 0.136 0.044
H 1.257179 -0.982395 2.582855 -0.044 -0.018 0.066
H 0.770689 -0.827437 4.015471 -0.125 -0.166 -0.101
O 3.183737 2.283471 4.211764 -0.023 -0.072 0.077
H 2.972602 1.355670 4.355804 -0.044 -0.015 -0.037
H 2.860034 2.443089 3.314023 0.060 0.036 -0.036
O 0.471263 0.164127 -5.013903 -0.037 0.127 -0.078
H 0.293484 1.050683 -4.683404 0.003 -0.004 0.054
H -0.327676 -0.334274 -4.819958 0.028 -0.067 -0.007
O -0.851906 1.804139 2.652464 -0.002 -0.142 -0.388
H -0.332693 0.979099 2.658665 -0.069 0.123 0.320
H -0.795680 2.151138 3.546104 0.131 -0.016 0.002
```
Positions in Å, forces in eV/Å.

Calculated values
max |F|: 0.638 eV/A
HOMO level: -8.44 eV
spin multiplicity: 1
relative energy (zero: lowest compared OMol25 entry of this formula, charge and spin): 0.175 eV
total charge: -1
electronic energy: -48253.8929 eV

***

No. 4
2 unconnected molecules or ions with the total composition C4H12NO2 at a distorted geometry, computed with wB97M-V/def2-TZVPD.

The geometry in XYZ format:
```
19
Properties=species:S:1:pos:R:3:forces:R:3
O 1.968957 1.485803 -0.839956 0.698 -0.492 0.813
C 2.037220 0.873686 0.187963 -1.559 0.715 -1.697
C 0.654208 0.454929 0.788269 -2.976 1.101 -2.453
N -0.165088 -0.215041 -0.338165 4.057 2.878 -2.682
C 0.548720 -1.146169 -1.208169 4.627 -3.512 0.800
C -0.093172 1.728864 1.064136 -0.850 2.602 0.009
H 2.944337 0.622034 0.685845 1.440 -0.142 0.786
H 0.694792 -0.214245 1.578073 0.761 -1.336 1.566
H -0.996893 -0.663019 -0.165738 -3.731 -1.909 2.489
H -0.508585 0.497226 -1.021779 0.274 0.118 0.853
H -0.135276 -1.839834 -1.616620 -0.878 -0.375 -0.823
H 1.282081 -1.928778 -0.594273 -1.967 2.156 -0.966
H 1.272409 -0.772085 -1.987364 -1.331 0.352 0.759
H -0.511894 2.234291 0.099355 0.709 -0.973 1.742
H 0.392300 2.549583 1.619834 0.973 -0.253 -0.558
H -0.841044 1.654545 1.861879 -0.560 -0.968 -0.496
H -2.675720 -2.204008 -0.732643 -0.593 1.033 1.471
H -3.203333 -1.659760 0.684657 -0.722 -0.563 0.585
O -2.664021 -1.458029 -0.065304 1.627 -0.433 -2.200
```
Positions in Å, forces in eV/Å.

Calculated values
max |F|: 5.864 eV/A
HOMO level (spin up / spin down): -19.51 / -19.50 eV
spin multiplicity: 2
relative energy (zero: lowest compared OMol25 entry of this formula, charge and spin): 2.445 eV
total charge: +2
electronic energy: -9904.9904 eV

***

No. 5
A single C5H8O2 molecule, computed with wB97M-V/def2-TZVPD.

The geometry in XYZ format:
```
15
Properties=species:S:1:pos:R:3:forces:R:3
O 0.412652 -1.252266 -1.514780 0.126 0.007 -0.062
C -0.069072 -0.488450 -0.486101 -0.289 0.159 0.227
C 0.910531 -0.255819 0.639112 -0.044 0.045 -0.039
C 2.280252 0.209953 0.211188 0.130 -0.054 -0.326
O 2.715421 0.135348 -0.918118 -0.187 0.059 0.477
C -1.345088 -0.100496 -0.487914 0.190 -0.068 -0.045
C -2.063590 0.685765 0.569548 0.025 0.054 0.075
H 1.319950 -0.948435 -1.692402 -0.097 -0.099 0.006
H 0.524397 0.444617 1.385492 0.066 -0.088 -0.119
H 1.078395 -1.202861 1.178701 0.008 0.098 -0.054
H 2.918453 0.616586 1.021615 -0.050 -0.034 -0.088
H -2.765380 0.061607 1.136818 0.082 0.073 -0.099
H -1.927905 -0.405974 -1.354899 0.090 0.059 0.076
H -2.648279 1.489703 0.108304 0.071 -0.122 0.077
H -1.384468 1.154576 1.288737 -0.120 -0.089 -0.105
```
Positions in Å, forces in eV/Å.

Calculated values
SMILES string: C/C=C(/O)CC=O
max |F|: 0.516 eV/A
HOMO level: -8.63 eV
spin multiplicity: 1
relative energy (zero: lowest compared OMol25 entry of this formula, charge and spin): 1.064 eV
total charge: 0
electronic energy: -9408.7682 eV

***

No. 6
4 unconnected molecules or ions with the total composition C16H39BNO5P, computed with wB97M-V/def2-TZVPD.

The geometry in XYZ format:
```
63
Properties=species:S:1:pos:R:3:forces:R:3
C 0.453583 0.028387 2.413847 0.066 -0.069 -0.040
C 0.388869 1.078904 1.300474 0.002 -0.098 -0.068
C 1.429766 2.174517 1.517452 0.047 0.105 0.096
C -1.008376 1.682922 1.066130 0.010 0.089 0.036
P -2.085994 2.157130 2.576719 0.156 0.095 -0.156
O -3.071272 2.820903 3.913587 -0.035 -0.050 -0.055
B -3.141499 0.526773 2.568420 0.016 -0.030 -0.006
N -4.417402 0.535428 1.948417 -0.192 0.346 0.305
O -2.623568 -0.618553 3.123572 0.302 0.183 -0.045
H -0.077556 0.327140 3.318321 0.011 0.014 -0.011
H 0.029228 -0.922380 2.085889 -0.099 0.043 0.055
H 1.485546 -0.167768 2.708863 -0.001 -0.016 -0.049
H 0.663735 0.557144 0.376302 0.054 0.094 -0.027
H 1.233304 2.745599 2.430345 -0.008 -0.022 -0.015
H 1.440533 2.879396 0.682864 -0.047 -0.009 0.012
H 2.433648 1.752642 1.605695 -0.031 -0.024 0.039
H -0.878989 2.613793 0.503173 -0.001 -0.042 -0.070
H -1.582636 1.035048 0.394578 -0.071 -0.019 0.085
H -2.637149 3.232025 1.861262 -0.084 -0.032 -0.016
H -0.939324 2.378044 3.364569 -0.023 -0.089 0.074
H -2.893245 2.380762 4.751544 0.039 0.002 0.054
H -5.144458 0.005183 2.411586 0.090 -0.282 -0.277
H -4.795095 1.431070 1.674559 0.074 -0.028 -0.050
H -2.921677 -1.417140 2.682359 -0.286 -0.140 0.151
C -1.347258 0.521394 -4.461844 -0.023 0.018 0.036
C -2.609994 1.366606 -4.301601 0.013 0.012 0.004
C -2.811728 1.334615 -2.791621 -0.008 0.007 -0.016
O -1.507464 1.245969 -2.218260 0.005 -0.009 0.015
C -0.550580 0.936649 -3.232187 0.012 -0.021 -0.028
H -0.807788 0.691675 -5.390226 -0.027 -0.014 -0.010
H -1.595556 -0.541321 -4.411614 0.000 -0.001 0.006
H -2.425181 2.388834 -4.638679 0.000 0.003 0.004
H -3.468461 0.977403 -4.847610 0.006 -0.006 0.000
H -3.399064 0.459850 -2.490284 0.005 -0.003 0.000
H -3.302014 2.227748 -2.400496 -0.002 -0.002 -0.005
H 0.055967 1.826274 -3.437431 -0.005 0.005 0.005
H 0.108864 0.151553 -2.857608 0.001 0.001 -0.009
C 2.948171 -1.314565 -6.280222 -0.006 0.004 0.000
C 2.262746 -2.471126 -7.006298 -0.006 0.002 0.004
C 0.792276 -2.131875 -6.795627 0.023 -0.020 0.001
O 0.716941 -0.706969 -6.749024 -0.010 0.023 -0.051
C 2.026238 -0.151349 -6.624507 0.027 -0.014 0.030
H 3.974874 -1.143681 -6.600591 -0.003 -0.007 -0.005
H 2.950101 -1.492800 -5.203024 -0.004 0.003 0.002
H 2.509959 -2.451035 -8.069488 -0.003 0.006 -0.002
H 2.526367 -3.451382 -6.611738 0.003 0.005 0.003
H 0.425866 -2.543633 -5.848550 -0.002 0.007 0.003
H 0.145684 -2.487654 -7.598638 0.007 -0.004 0.000
H 2.313375 0.313564 -7.573596 -0.003 -0.005 -0.003
H 2.003629 0.622936 -5.855354 0.004 -0.001 -0.002
C 2.840286 -2.000787 7.089555 -0.001 -0.002 -0.007
C 1.318097 -1.887362 7.158992 0.002 0.002 -0.010
C 1.010955 -1.124746 5.875726 -0.027 -0.011 0.010
O 2.011969 -1.513317 4.934918 0.034 -0.019 -0.044
C 3.058761 -2.220295 5.597139 0.001 0.012 0.051
H 3.246944 -2.808974 7.696119 -0.007 0.000 0.001
H 3.304131 -1.065289 7.408612 -0.001 0.004 -0.005
H 0.863609 -2.879782 7.129935 0.000 -0.002 -0.004
H 0.958121 -1.371978 8.048437 0.007 0.000 0.001
H 1.068646 -0.042436 6.036905 0.006 0.001 -0.003
H 0.031106 -1.356931 5.455947 0.000 0.008 0.003
H 2.995076 -3.284252 5.343115 -0.006 0.001 -0.002
H 4.016354 -1.838498 5.240191 0.000 -0.004 0.005
```
Positions in Å, forces in eV/Å.

Calculated values
SMILES string: CC(C)C[PH2](O)B(N)O.C1CCOC1.C1CCOC1.C1CCOC1
max |F|: 0.500 eV/A
HOMO level: -8.27 eV
spin multiplicity: 1
total charge: 0
electronic energy: -38917.2413 eV